{
  "formula": "C5H8O",
  "method": "ωB97M-V/def2-TZVPD",
  "orbital_gap_ev": 10.381,
  "smiles": "C=C(C)[C@H]1CO1",
  "spin_multiplicity": 1,
  "symbols": ["C", "C", "C", "C", "C", "O", "H", "H", "H", "H", "H", "H", "H", "H"],
  "positions_angstrom": [[0.459, 0.677, 1.419], [0.423, 0.345, 0.131], [1.623, 0.404, -0.777], [-0.860, -0.069, -0.518], [-1.683, -1.169, 0.007], [-2.062, 0.184, 0.190], [-0.447, 0.676, 2.018], [1.384, 0.983, 1.902], [1.566, 1.294, -1.417], [1.678, -0.467, -1.440], [2.553, 0.458, -0.205], [-0.925, 0.123, -1.592], [-1.354, -1.686, 0.909], [-2.320, -1.743, -0.666]],
  "mulliken_charge": [-0.986, 0.599, -1.296, 0.016, -0.381, -0.449, 0.302, 0.288, 0.299, 0.323, 0.369, 0.399, 0.248, 0.269]
}

{
  "formula": "C5H8O",
  "method": "ωB97M-V/def2-TZVPD",
  "orbital_gap_ev": 10.284,
  "smiles": "CC#CCCO",
  "spin_multiplicity": 1,
  "symbols": ["C", "C", "C", "C", "C", "O", "H", "H", "H", "H", "H", "H", "H", "H"],
  "positions_angstrom": [[-2.412, 0.140, 0.188], [-1.340, 0.430, -0.767], [-0.209, 0.105, -1.051], [0.817, -0.772, -0.451], [1.944, -0.021, 0.256], [1.472, 1.065, 1.018], [-1.898, -0.598, 0.839], [-2.709, 0.986, 0.809], [-3.284, -0.344, -0.254], [0.205, -1.272, 0.329], [1.197, -1.541, -1.129], [2.406, -0.709, 0.969], [2.711, 0.291, -0.468], [0.907, 1.599, 0.441]],
  "mulliken_charge": [-0.830, 0.250, -0.516, -0.115, -0.424, -0.492, 0.209, 0.286, 0.295, 0.115, 0.347, 0.290, 0.262, 0.324]
}

{
  "formula": "C5H8O",
  "method": "ωB97M-V/def2-TZVPD",
  "orbital_gap_ev": 10.055,
  "smiles": "C[C@@H]1C=CCO1",
  "spin_multiplicity": 1,
  "symbols": ["C", "C", "C", "C", "C", "O", "H", "H", "H", "H", "H", "H", "H", "H"],
  "positions_angstrom": [[1.772, -0.334, 0.259], [0.552, 0.201, -0.491], [-0.332, 1.061, 0.346], [-1.596, 0.588, 0.429], [-1.646, -0.572, -0.527], [-0.285, -0.880, -0.872], [2.340, -0.998, -0.401], [2.430, 0.481, 0.578], [1.475, -0.913, 1.142], [0.870, 0.782, -1.363], [0.007, 1.894, 0.958], [-1.265, 0.453, 1.497], [-2.200, -0.298, -1.442], [-2.124, -1.465, -0.113]],
  "mulliken_charge": [-1.293, 0.402, -0.448, -0.380, -0.251, -0.421, 0.313, 0.374, 0.329, 0.229, 0.447, 0.187, 0.251, 0.260]
}

Result set for HOMO energy: -9.3, -9.5, -9.0 eV, one per record in the order listed.
Result set for relative energy (zero: lowest compared OMol25 entry of this formula, charge and spin): 182.4, 315.9, 317.4 kJ/mol, one per record in the order listed.
Result set for LUMO level: 1.07, 0.81, 1.03 eV, one per record in the order listed.